The following is a DFT calculation (wB97M-V/def2-TZVPD) of a molecular structure, C35H30GeI2NOSeTi.

HOMO energy: -10.72 eV
Lowest unoccupied orbital energy: -3.775 eV
HOMO-LUMO gap: 6.94 eV
Molar mass: 933.9 g mol⁻¹
ΔE to the lowest compared entry with this formula, charge and spin: 61.38 kJ/mol
Net charge: +1
Total energy: -7404.7760 Ha

Last column: Mulliken charge in e.
Geometry (Å):
Ti (0.490207, -0.503298, -0.492279)  0.142
I (3.722469, -2.939132, -1.778516)  0.063
C (2.845465, -3.690638, -0.051395)  -0.042
C (3.485751, -4.728224, 0.654256)  -0.192
C (2.927203, -5.239766, 1.786448)  -0.321
I (3.940547, -6.775809, 2.772602)  0.118
C (1.689270, -4.739926, 2.275504)  0.786
C (1.027079, -5.236050, 3.421114)  -0.616
C (-0.171880, -4.705341, 3.792871)  -1.253
C (-0.713564, -3.654408, 3.032625)  -0.168
N (-0.130545, -3.146387, 1.973833)  0.247
C (1.051033, -3.685536, 1.576144)  -0.502
C (1.658069, -3.168038, 0.392378)  0.295
O (1.046916, -2.163216, -0.285871)  -0.306
H (4.425823, -5.113144, 0.283970)  0.374
H (1.475964, -6.039987, 3.987196)  0.196
H (-0.706806, -5.076719, 4.657137)  0.410
H (-1.671815, -3.224264, 3.309826)  0.473
C (2.351866, 6.007006, -2.132924)  -1.528
C (2.218966, 4.704879, -1.388210)  0.368
C (1.895619, 4.671943, -0.038968)  -0.821
C (1.748105, 3.476571, 0.655774)  0.275
C (1.418824, 3.505190, 2.124552)  -1.670
C (1.952533, 2.272067, -0.029392)  0.743
Se (1.942875, 0.636394, 1.010589)  -0.053
C (2.310997, 2.272946, -1.383447)  1.140
C (2.682622, 1.030167, -2.155488)  -1.305
C (2.417507, 3.493091, -2.041204)  -0.555
H (2.277183, 6.859440, -1.458792)  0.384
H (1.570746, 6.106976, -2.890946)  0.305
H (3.310648, 6.064355, -2.649630)  0.375
H (1.750325, 5.606313, 0.494944)  0.319
H (1.233390, 4.524992, 2.460910)  0.381
H (2.240336, 3.096074, 2.716405)  0.405
H (0.537076, 2.898733, 2.344058)  0.145
H (2.074684, 0.151475, -1.935360)  -0.055
H (3.698948, 0.706652, -1.922139)  0.402
H (2.605640, 1.203226, -3.226456)  0.337
H (2.697639, 3.497042, -3.092008)  0.437
C (-1.421530, 0.096624, 2.963844)  -1.195
Ge (-1.441632, -0.460554, 1.093013)  2.088
C (-2.884900, -1.694140, 0.631637)  -0.059
C (-4.205082, -1.279852, 0.812514)  -0.402
C (-5.259324, -2.113684, 0.462201)  -0.728
C (-5.003295, -3.367546, -0.078206)  -0.553
C (-3.693319, -3.788822, -0.265289)  -0.880
C (-2.639131, -2.956221, 0.091380)  0.588
C (-1.586834, 1.194696, -0.025540)  0.392
C (-1.690727, 2.456746, 0.523777)  -0.763
C (-1.554809, 3.620236, -0.251415)  -1.117
C (-1.214864, 3.537436, -1.576376)  -0.879
C (-1.046032, 2.281002, -2.186461)  0.354
C (-0.625810, 2.154882, -3.534397)  -0.489
C (-0.447505, 0.933333, -4.121968)  -1.034
C (-0.754362, -0.236286, -3.402105)  -0.726
C (-1.195895, -0.151319, -2.098822)  0.206
C (-1.299317, 1.108601, -1.422731)  0.367
H (-2.405088, 0.482209, 3.243952)  0.387
H (-0.671592, 0.872430, 3.111282)  0.248
H (-1.181384, -0.741024, 3.613374)  0.458
H (-4.420832, -0.298524, 1.224013)  0.377
H (-6.280398, -1.783235, 0.609092)  0.413
H (-5.825409, -4.017444, -0.352203)  0.397
H (-3.491119, -4.767723, -0.683299)  0.442
H (-1.619148, -3.297873, -0.036887)  0.214
H (-1.897148, 2.562850, 1.584157)  0.477
H (-1.681455, 4.589488, 0.215371)  0.426
H (-1.053998, 4.434383, -2.163636)  0.457
H (-0.431455, 3.062785, -4.095323)  0.433
H (-0.110837, 0.859546, -5.147985)  0.449
H (-0.691274, -1.201531, -3.885472)  0.507
H (-1.602212, -1.047122, -1.621601)  0.410

Forces on atoms 1 to 2 (eV/Å):
0.1891 0.1096 0.3264
0.0218 -0.0193 -0.0041